1.
ORCA calculation (ωB97M-V/def2-TZVPD) on a structure of composition C3H6N2O.

## Properties
Molecular weight = 86.1 g mol⁻¹
LUMO = 0.018 hartree
E_HOMO = -8.25 eV

Structure (ORCA input):
```
! wB97M-V def2-TZVPD RIJCOSX def2/J DEFGRID3
* xyz 0 1
N 0.940 -0.966 -1.150
C 1.247 0.439 0.559
O 0.999 1.534 -0.238
N 1.493 -0.742 0.020
H 0.881 2.315 0.314
H 1.009 -1.971 -1.320
H -0.410 -0.680 -0.839
H 1.730 0.631 1.511
C -1.354 -0.332 0.079
C -2.554 -0.148 0.151
H -3.607 -0.005 0.159
H -0.373 -0.076 0.754
*
```

2.
ORCA calculation (ωB97M-V/def2-TZVPD) on a structure of composition C3H5N3O.

## Properties
Molecular weight = 99.1 g mol⁻¹
LUMO (spin up / spin down) = 0.014 / 0.019 hartree
E_HOMO (spin up / spin down) = -7.80 / -7.37 eV

Structure (ORCA input):
```
! wB97M-V def2-TZVPD RIJCOSX def2/J DEFGRID3
* xyz 0 1
C 0.527 -0.428 0.081
C -0.962 1.253 0.669
C 0.900 -1.714 -0.525
N 0.659 1.182 -0.954
N -0.552 -0.074 0.776
N -0.269 1.852 -0.326
O -1.832 1.814 1.292
H 1.793 -1.621 -1.069
H 0.171 -2.025 -1.112
H 1.171 -2.406 0.258
H -1.179 -0.700 1.351
H -0.425 2.867 -0.440
*
```

3.
ORCA calculation (ωB97M-V/def2-TZVPD) on a cluster of 2 separate species, C2H6N2O2 in total.

## Properties
Molecular weight = 90.1 g mol⁻¹
LUMO = 0.027 hartree
E_HOMO = -9.27 eV
SMILES = N/N=C\O.C=O

Structure (ORCA input):
```
! wB97M-V def2-TZVPD RIJCOSX def2/J DEFGRID3
* xyz 0 1
N 0.035 0.443 -1.653
N 0.593 1.023 -0.553
C 1.170 0.312 0.342
O 1.551 -0.984 0.281
H -0.987 0.786 -1.624
H -0.144 -0.564 -1.586
H 1.592 0.830 1.191
H 1.148 -1.422 -0.482
C -1.194 -0.097 1.013
O -1.659 -0.504 -0.043
H -0.683 -0.740 1.741
H -1.421 0.915 1.373
*
```

4.
ORCA calculation (ωB97M-V/def2-TZVPD) on a structure of composition C15H13ClHfN2O2S.

## Properties
Molecular weight = 499.3 g mol⁻¹
LUMO = -0.385 hartree
E_HOMO = -14.83 eV

Structure (ORCA input):
```
! wB97M-V def2-TZVPD RIJCOSX def2/J DEFGRID3
* xyz 2 1
Cl -2.395 -1.251 -0.734
C 1.434 -2.191 -2.437
C 2.229 -0.997 -2.309
C 1.432 0.117 -2.733
H 3.295 -1.002 -2.108
C 0.152 -0.389 -3.158
C 0.169 -1.815 -2.993
H -0.658 -2.473 -3.276
H 1.806 -3.211 -2.357
H 1.729 1.152 -2.849
C -0.962 0.416 -3.760
Hf 0.512 -0.721 -0.797
C 2.308 0.437 -0.167
C 0.739 -2.755 -0.011
O 3.245 1.029 0.189
O 0.775 -3.853 0.397
H -0.975 1.437 -3.346
H -1.940 -0.048 -3.550
H -0.844 0.501 -4.856
N 1.980 -1.297 2.401
C 0.883 -0.491 2.525
N 0.143 -0.039 1.503
C -0.808 0.909 1.952
C -1.687 1.658 1.160
C -2.575 2.534 1.793
C -2.565 2.687 3.186
C -1.651 1.972 3.972
C -0.774 1.094 3.347
S 0.497 0.139 4.101
H 2.350 -1.622 3.290
H 1.990 -1.974 1.633
H -1.681 1.505 0.080
H -3.283 3.103 1.192
H -3.268 3.365 3.663
H -1.601 2.076 5.054
*
```

How do the records compare in ΔE to the lowest compared entry with this formula, charge and spin? In the order shown, they have 158.1; 108.3; 80.2; 0.0 kcal/mol.